No. 1
72
Properties=species:S:1:pos:R:3:lowdin_charge:R:1 method="wB97M-V/def2-TZVPD" total_energy_ev=-161074.127 charge=+2 lumo_ev="-7.1 / -6.9" e_homo_ev="-13.8 / -13.8" spin_multiplicity=2
V 0.023 0.130 0.681 0.91
O -4.438 -4.870 4.078 0.13
N -4.093 -4.582 2.961 -0.33
O -4.400 -5.176 1.950 0.10
C -3.222 -3.384 2.808 -0.04
C -3.184 -2.551 3.858 0.10
C -2.400 -1.352 3.809 -0.10
C -2.329 -0.423 4.865 0.06
C -1.548 0.696 4.729 0.02
C -0.853 0.898 3.536 -0.05
N -0.912 0.036 2.531 0.03
C -1.669 -1.085 2.666 -0.12
C -1.703 -1.992 1.553 -0.10
N -0.953 -1.635 0.467 0.03
C -0.991 -2.387 -0.625 -0.05
C -1.742 -3.556 -0.670 0.02
C -2.473 -3.947 0.421 0.07
C -2.484 -3.142 1.585 -0.03
H -3.757 -2.791 4.744 0.15
H -2.891 -0.599 5.774 0.14
H -1.463 1.424 5.522 0.13
H -0.237 1.777 3.397 0.13
H -0.414 -2.034 -1.465 0.08
H -1.751 -4.147 -1.576 0.13
H -3.057 -4.852 0.388 0.12
C 0.933 2.161 -3.714 -0.04
N 1.414 0.821 -4.047 -0.19
C 2.325 0.796 -5.203 -0.02
C 1.337 -0.197 -3.183 -0.63
S 1.396 0.122 -1.474 0.79
N 1.351 -1.451 -3.652 -0.18
C 1.698 -2.622 -2.849 -0.05
C 0.995 -1.790 -5.036 -0.02
H 0.703 2.668 -4.649 0.11
H 1.696 2.730 -3.179 0.10
H 0.032 2.099 -3.124 0.05
H 3.012 1.635 -5.097 0.11
H 1.785 0.905 -6.142 0.10
H 2.908 -0.117 -5.218 0.09
H 2.112 -2.321 -1.893 0.06
H 2.436 -3.212 -3.391 0.11
H 0.816 -3.247 -2.696 0.08
H 0.437 -0.979 -5.493 0.10
H 0.361 -2.675 -5.006 0.10
H 1.873 -2.021 -5.636 0.10
Br -3.674 6.861 -1.883 0.83
C -2.624 5.639 -0.935 -0.67
C -1.900 6.063 0.178 -0.14
N -1.122 5.250 0.894 0.10
C -1.062 3.979 0.519 -0.08
C -1.761 3.466 -0.565 -0.12
C -2.556 4.321 -1.322 -0.03
C -1.642 2.059 -0.969 -0.45
O -1.913 1.598 -2.027 0.16
O -1.121 1.215 0.030 -0.22
H -1.952 7.097 0.497 0.12
H -0.408 3.344 1.106 0.10
H -3.105 3.950 -2.178 0.13
C 3.894 -1.649 1.924 -0.14
Si 3.160 0.020 1.960 0.41
C 3.926 1.268 0.865 -0.16
C 2.850 0.716 3.633 -0.15
O 1.517 -0.186 1.326 -0.44
H 4.898 -1.634 2.357 0.06
H 3.974 -2.016 0.899 0.04
H 3.292 -2.354 2.502 0.05
H 4.920 1.543 1.230 0.06
H 3.315 2.174 0.844 0.05
H 4.027 0.902 -0.157 0.02
H 3.786 0.807 4.192 0.06
H 2.179 0.086 4.224 0.04
H 2.424 1.719 3.551 0.04



No. 2
65
Properties=species:S:1:pos:R:3:lowdin_charge:R:1 method="wB97M-V/def2-TZVPD" total_energy_ev=-52437.096 smiles="O=C(CCCn1c(SCC(=O)NC[C@@H]2CCCO2)nc2ccccc2c1=O)NCc1ccccc1" charge=0 lumo_ev=0.2 e_homo_ev=-8.6
O 1.564 -1.183 1.153 0.04
C 2.529 -0.831 0.500 -0.50
C 3.523 0.210 0.996 -0.09
C 3.642 1.434 0.084 -0.15
C 2.369 2.284 0.049 -0.15
N 1.199 1.509 -0.330 0.02
C 0.248 1.125 0.568 -0.56
S 0.441 1.639 2.236 1.05
C -0.570 0.428 3.142 -0.32
C -2.012 0.893 3.308 -0.58
O -2.418 1.378 4.345 0.05
N -2.756 0.684 2.210 0.06
C -4.090 1.205 2.058 -0.12
C -4.105 2.409 1.096 -0.31
C -3.291 3.597 1.651 -0.12
C -4.272 4.769 1.582 -0.15
C -5.617 4.046 1.644 -0.20
O -5.431 2.866 0.889 -0.10
N -0.791 0.426 0.269 0.09
C -0.956 -0.019 -1.011 -0.20
C -2.068 -0.806 -1.331 0.00
C -2.239 -1.251 -2.621 -0.06
C -1.319 -0.927 -3.619 -0.07
C -0.221 -0.153 -3.319 -0.02
C -0.030 0.307 -2.014 -0.08
C 1.134 1.110 -1.671 -0.37
O 2.013 1.432 -2.446 0.08
N 2.804 -1.334 -0.719 0.09
C 2.006 -2.367 -1.348 -0.12
C 2.787 -3.649 -1.474 -0.21
C 3.237 -4.293 -0.328 -0.03
C 3.978 -5.457 -0.424 -0.08
C 4.275 -5.988 -1.669 -0.09
C 3.829 -5.352 -2.814 -0.09
C 3.091 -4.184 -2.717 -0.04
H 4.500 -0.272 1.077 0.12
H 3.208 0.519 1.994 0.11
H 3.884 1.132 -0.936 0.10
H 4.452 2.069 0.445 0.12
H 2.182 2.741 1.020 0.08
H 2.494 3.069 -0.703 0.14
H -0.097 0.359 4.121 0.09
H -0.480 -0.512 2.600 0.08
H -2.251 0.405 1.366 0.08
H -4.751 0.427 1.665 0.13
H -4.446 1.510 3.045 0.13
H -3.728 2.077 0.119 0.14
H -2.389 3.776 1.070 0.11
H -3.004 3.400 2.684 0.11
H -4.142 5.479 2.395 0.11
H -4.178 5.293 0.630 0.11
H -6.440 4.600 1.191 0.12
H -5.876 3.801 2.684 0.12
H -2.775 -1.054 -0.555 0.11
H -3.097 -1.859 -2.867 0.11
H -1.472 -1.284 -4.626 0.10
H 0.506 0.118 -4.069 0.12
H 3.636 -1.042 -1.207 0.15
H 1.131 -2.512 -0.707 0.13
H 1.674 -2.020 -2.332 0.12
H 2.998 -3.877 0.640 0.12
H 4.323 -5.951 0.472 0.10
H 4.852 -6.898 -1.745 0.10
H 4.058 -5.764 -3.786 0.10
H 2.745 -3.688 -3.612 0.11



No. 3
10
Properties=species:S:1:pos:R:3:lowdin_charge:R:1 method="wB97M-V/def2-TZVPD" total_energy_ev=-9674.358 charge=0 lumo_ev=-0.6 e_homo_ev=-9.5
N -0.882 -2.329 0.782 0.16
C -0.388 -1.655 -0.114 -0.27
N 0.213 -0.954 -0.922 0.06
N -0.336 0.261 -1.299 0.05
C 0.000 1.285 -0.615 -0.11
C 0.920 1.356 0.567 -0.23
O 1.684 0.487 0.905 0.07
H -1.605 -2.987 0.507 0.07
H -0.460 2.220 -0.931 0.10
H 0.855 2.315 1.119 0.11



No. 4
23
Properties=species:S:1:pos:R:3:lowdin_charge:R:1 method="wB97M-V/def2-TZVPD" total_energy_ev=-11001.668 charge=+1 lumo_ev="-3.7 / -8.8" e_homo_ev="-14.4 / -14.3" spin_multiplicity=2
C -1.164 0.112 0.477 -0.13
O -0.418 0.086 1.754 -0.05
C -0.526 -1.010 -0.424 -0.22
C 0.818 -0.581 -1.103 -0.35
C 1.020 0.898 -1.423 -0.06
C 2.029 -0.935 -0.246 -0.04
N -1.517 -1.747 -1.286 0.35
H -1.329 1.176 0.087 0.15
H -2.186 -0.322 0.570 0.13
H 0.564 0.266 1.543 0.13
H -0.187 -1.911 0.243 0.19
H 0.695 -1.096 -2.077 0.14
H 0.219 1.419 -1.780 0.05
H 1.756 1.022 -2.286 0.13
H 1.429 1.456 -0.609 0.08
H 1.980 -2.028 0.004 0.11
H 2.118 -0.320 0.515 0.02
H 2.982 -0.875 -0.863 0.14
H -1.775 -1.503 -2.159 0.10
H -2.004 -2.589 -0.863 0.20
H -0.227 2.404 1.098 -0.03
H -0.955 2.151 2.124 -0.05
O -0.272 2.674 1.967 0.05



No. 5
18
Properties=species:S:1:pos:R:3:lowdin_charge:R:1 method="wB97M-V/def2-TZVPD" total_energy_ev=-20169.422 charge=0 lumo_ev=-0.4 e_homo_ev=-9.2
C 2.335 -0.684 0.128 -0.16
C 2.408 0.494 -0.820 -0.07
C 1.570 0.447 0.489 -0.32
C 0.099 0.370 0.532 -0.33
N -0.469 -0.842 1.067 -0.05
N -3.609 0.206 -1.787 -0.30
O -5.199 -0.042 0.270 -0.52
S -3.870 0.255 -0.289 0.83
H 1.807 -1.537 -0.103 0.07
H 3.291 -0.893 0.539 0.10
H 3.242 1.062 -0.524 0.07
H 1.962 0.655 -1.841 0.12
H 2.035 1.093 1.184 0.12
H -0.552 0.764 -0.333 0.13
H -0.212 1.071 1.237 0.08
H -0.169 -1.581 0.391 0.07
H -0.279 -0.852 2.223 0.17
H -4.391 0.014 -2.363 -0.02



No. 6
18
Properties=species:S:1:pos:R:3:lowdin_charge:R:1 method="wB97M-V/def2-TZVPD" total_energy_ev=-12857.340 charge=0 lumo_ev=0.6 e_homo_ev=-8.2
C 1.616 1.715 -1.003 -0.12
N 1.034 0.706 -0.116 -0.26
C 1.993 -0.360 0.131 -0.12
N -0.375 0.404 -0.533 0.13
C -1.016 -0.218 0.365 -0.31
N -0.778 -0.969 1.483 0.15
C -2.654 -0.255 -0.060 -0.42
O -3.382 0.708 0.004 0.10
O -3.118 -1.512 -0.164 0.09
H 1.851 1.291 -1.986 0.08
H 0.928 2.555 -1.136 0.08
H 2.535 2.133 -0.574 0.08
H 3.029 0.005 0.147 0.08
H 1.953 -1.133 -0.644 0.09
H 1.888 -0.774 1.136 0.06
H 0.152 -1.352 1.537 0.07
H -1.575 -1.554 1.726 0.10
H -4.080 -1.392 -0.312 0.14



No. 7
53
Properties=species:S:1:pos:R:3:lowdin_charge:R:1 method="wB97M-V/def2-TZVPD" total_energy_ev=-120425.762 charge=+1 lumo_ev=-4.5 e_homo_ev=-11.9
C -2.751 0.906 1.899 0.06
C -1.525 0.410 2.194 -0.12
C -0.494 1.383 2.717 -0.22
C 0.940 0.905 2.882 -0.33
P 1.570 -0.774 3.317 0.98
C 1.729 -1.619 1.664 -0.24
C 3.337 -0.466 3.789 -0.28
N 1.716 1.914 2.694 0.06
C 0.989 3.151 2.350 -0.42
P 0.680 4.401 3.736 0.63
O -0.968 4.363 3.838 -0.36
Br 1.387 3.304 5.569 0.32
C -0.226 2.505 1.646 -0.22
C 0.176 1.949 0.278 -0.16
O -0.904 2.147 -0.608 -0.09
C -0.671 1.566 -1.874 -0.23
O -0.995 0.213 -1.963 -0.09
C -2.364 -0.059 -1.721 -0.17
C -2.447 -1.472 -1.100 -0.20
O -1.516 -2.323 -1.750 -0.06
H -2.780 1.722 1.180 0.07
H -3.663 0.576 2.381 0.08
H -1.284 -0.635 2.010 0.10
H -0.847 1.813 3.651 0.14
H 2.754 -1.953 1.529 0.05
H 1.089 -2.495 1.610 0.04
H 1.464 -0.951 0.848 0.02
H 3.396 0.089 4.722 0.04
H 3.871 -1.408 3.828 0.05
H 3.798 0.157 3.017 0.03
H 2.726 1.948 2.767 0.16
H 1.522 3.700 1.571 0.11
H -1.216 4.094 4.739 0.05
H -1.076 3.176 1.576 0.14
H 1.019 2.557 -0.077 0.14
H 0.466 0.896 0.312 0.12
H 0.405 1.626 -2.069 0.14
H -1.148 2.159 -2.654 0.15
H -2.822 0.629 -1.010 0.11
H -2.969 -0.078 -2.631 0.13
H -3.447 -1.886 -1.157 0.13
H -2.109 -1.355 -0.069 0.09
H -0.658 -2.240 -1.321 0.08
C 0.244 -2.485 -5.529 -0.13
C 0.182 -3.563 -4.473 -0.13
O 0.206 -4.761 -5.251 0.06
C 0.788 -4.472 -6.446 -0.56
O 1.110 -5.279 -7.251 0.18
O 0.952 -3.129 -6.589 0.06
H 0.773 -1.594 -5.197 0.13
H -0.746 -2.196 -5.889 0.13
H 1.055 -3.554 -3.814 0.13
H -0.720 -3.510 -3.869 0.11



No. 8
44
Properties=species:S:1:pos:R:3:lowdin_charge:R:1 method="wB97M-V/def2-TZVPD" total_energy_ev=-54306.627 smiles="NP(O)[C@@H]1OC(=O)O[C@H]1[PH2]=O.C[C@@H]1COC(=O)O1.C[C@@H]1COC(=O)O1" charge=0 lumo_ev=0.4 e_homo_ev=-10.0
N 2.512 3.670 1.928 -0.18
P 2.683 2.008 1.607 0.87
O 2.729 1.862 -0.038 -0.30
C 0.866 1.701 1.735 -0.40
O 0.527 0.330 2.073 0.04
C -0.755 0.232 1.667 -0.57
O -1.650 -0.253 2.276 0.17
O -0.860 0.804 0.433 0.02
C -0.025 1.989 0.496 -0.34
P -1.171 3.416 0.770 0.76
O -0.811 4.665 0.065 -0.42
H 3.395 4.157 1.838 0.03
H 1.824 4.177 1.374 0.04
H 3.622 1.703 -0.358 0.05
H 0.532 2.310 2.579 0.09
H 0.520 2.172 -0.429 0.12
H -1.184 3.525 2.174 0.03
H -2.408 2.856 0.416 0.03
C -0.507 -1.071 -2.890 -0.01
C -0.312 0.352 -3.336 -0.33
C -0.376 0.613 -4.825 -0.09
O 0.481 1.756 -4.963 0.06
C 1.377 1.731 -3.947 -0.57
O 2.331 2.434 -3.865 0.16
O 1.029 0.786 -3.043 0.07
H -0.189 -1.187 -1.856 0.07
H -1.552 -1.369 -2.966 0.10
H 0.101 -1.743 -3.497 0.10
H -1.002 1.010 -2.798 0.15
H -1.368 0.846 -5.201 0.14
H 0.054 -0.214 -5.394 0.14
C -0.632 -4.091 3.729 -0.01
C -0.552 -3.214 2.510 -0.32
C -1.819 -3.078 1.689 -0.10
O -1.300 -2.836 0.375 0.05
C -0.064 -3.388 0.302 -0.56
O 0.573 -3.468 -0.698 0.16
O 0.346 -3.779 1.527 0.09
H 0.367 -4.299 4.110 0.09
H -1.202 -3.587 4.510 0.09
H -1.113 -5.041 3.495 0.09
H -0.165 -2.223 2.766 0.14
H -2.461 -2.253 1.987 0.12
H -2.387 -4.012 1.672 0.14